1.
{
  "formula": "C6H29B2O7",
  "method": "the ωB97M-V functional and the def2-TZVPD basis",
  "total_charge": 0,
  "largest_force_ev_per_a": 5.72,
  "spin_multiplicity": 2,
  "lumo_energy_ev": [0.22, -5.42],
  "relative_energy_ev": 0.000,
  "symbols": ["O", "H", "H", "H", "B", "H", "H", "H", "H", "B", "H", "H", "H", "H", "C", "C", "O", "O", "H", "H", "H", "H", "H", "H", "C", "C", "O", "O", "H", "H", "H", "H", "H", "H", "C", "C", "O", "O", "H", "H", "H", "H", "H", "H"],
  "xyz": [[24.8747, 4.7941, -7.3715], [24.9672, 4.2222, -8.1370], [23.9516, 4.7556, -7.1109], [25.4461, 4.4625, -6.6749], [25.2051, 3.5133, -9.7778], [25.1050, 3.0112, -10.7277], [24.8732, 2.8103, -9.0296], [26.2563, 3.7257, -9.6587], [24.5992, 4.4056, -9.7496], [26.3302, 3.1343, -5.7202], [26.0162, 2.7372, -6.6730], [27.1706, 2.5147, -5.4478], [26.5506, 4.1828, -5.8479], [25.5154, 3.0465, -5.0184], [22.8528, 7.5596, -7.7582], [23.6761, 7.7538, -9.0501], [22.8787, 7.6253, -10.2183], [22.4375, 6.2444, -7.5233], [21.9343, 8.1318, -7.8890], [23.2601, 8.0609, -6.8802], [24.5187, 7.0629, -9.0798], [24.0485, 8.7776, -9.0844], [23.4167, 7.8911, -10.9676], [21.5145, 6.2066, -7.7848], [26.8440, 8.2559, -4.3309], [27.2114, 7.0830, -5.2432], [26.6105, 7.1780, -6.5130], [27.5729, 9.4779, -4.5609], [27.0122, 7.8897, -3.3181], [25.8105, 8.5542, -4.5069], [26.9781, 6.0878, -4.8647], [28.2985, 7.0254, -5.2976], [27.0260, 7.8616, -7.0437], [27.0679, 9.8930, -5.2640], [21.9288, 4.2269, -5.1356], [22.0197, 3.2771, -3.8732], [23.3956, 3.0144, -3.3917], [22.6134, 3.5218, -6.1634], [22.4523, 5.1576, -4.9165], [20.8710, 4.4078, -5.3269], [21.5097, 2.3397, -4.0949], [21.5711, 3.7102, -2.9791], [23.9539, 2.9539, -4.1704], [21.9701, 2.8616, -6.4318]],
  "lowdin_spin": [0.0099, 0.0025, -0.0004, 0.0019, 0.2632, 0.1123, 0.0681, 0.0537, 0.0321, 0.2294, 0.1340, 0.0627, 0.0144, 0.0161, 0.0000, 0.0001, 0.0000, 0.0000, 0.0000, 0.0000, 0.0001, 0.0000, 0.0000, 0.0000, 0.0000, 0.0004, -0.0001, 0.0001, 0.0000, 0.0000, 0.0005, 0.0000, 0.0000, 0.0000, 0.0000, 0.0000, -0.0002, -0.0006, 0.0000, 0.0000, 0.0000, 0.0000, -0.0003, 0.0000]
}

---

2.
{
  "formula": "C4H16O4",
  "method": "the ωB97M-V functional and the def2-TZVPD basis",
  "total_charge": 0,
  "smiles": "CC[C@H](C)O.O.O.O",
  "largest_force_ev_per_a": 1.83,
  "lumo_energy_ev": 0.20,
  "relative_energy_ev": 0.899,
  "symbols": ["C", "C", "C", "C", "O", "H", "H", "H", "H", "H", "H", "H", "H", "H", "H", "H", "H", "O", "H", "H", "O", "H", "H", "O"],
  "xyz": [[0.2497, 1.8699, -1.9788], [-0.4035, 0.5567, -1.5172], [0.5480, -0.6360, -1.6659], [-0.1435, -1.9894, -1.4696], [1.6355, -0.4392, -0.6983], [0.6902, 1.8657, -2.9692], [1.0088, 2.1853, -1.2882], [-0.5062, 2.6519, -1.8551], [-0.6761, 0.6375, -0.4624], [-1.3045, 0.4547, -2.0912], [1.1656, -0.6756, -2.5639], [-1.1371, -1.8807, -1.0408], [-0.0967, -2.5660, -2.3776], [0.4080, -2.5549, -0.7105], [1.2654, 0.0063, 0.0714], [-1.2375, 0.7544, 2.8034], [-0.5853, 0.8908, 4.2135], [-0.5721, 1.2165, 3.3106], [2.8597, -3.0237, 1.0667], [1.9790, -1.9878, 1.6438], [2.5955, -2.6619, 1.9073], [-2.6629, 1.3899, 0.7168], [-3.4052, 2.4682, 1.5133], [-3.5109, 1.8212, 0.8154]],
  "lowdin_charge": [-0.0919, -0.2116, -0.4003, -0.0388, -0.0743, 0.0781, 0.0607, 0.0738, 0.0996, 0.1072, 0.1388, 0.0745, 0.0711, 0.0714, 0.0712, 0.0134, 0.0387, -0.0536, 0.0256, 0.0009, -0.0458, -0.0003, 0.0357, -0.0443]
}

---

3.
{
  "formula": "C26H34CeClO2",
  "method": "the ωB97M-V functional and the def2-TZVPD basis",
  "total_charge": 0,
  "largest_force_ev_per_a": 2.13,
  "spin_multiplicity": 2,
  "lumo_energy_ev": [-0.15, -0.15],
  "relative_energy_ev": 0.558,
  "symbols": ["O", "C", "C", "H", "H", "C", "H", "H", "C", "H", "H", "H", "C", "H", "H", "H", "Ce", "C", "C", "C", "H", "C", "C", "H", "H", "H", "H", "C", "C", "C", "H", "C", "C", "H", "H", "H", "H", "O", "C", "C", "H", "H", "C", "H", "H", "C", "H", "H", "H", "H", "Cl", "C", "C", "C", "C", "C", "C", "C", "H", "H", "H", "H", "H", "H"],
  "xyz": [[0.1508, -1.7733, 0.3971], [0.6890, -2.5879, -0.7119], [0.3076, -3.8942, -0.0320], [1.7661, -2.4160, -0.7483], [0.2070, -2.3254, -1.6698], [-0.0540, -3.0059, 1.1788], [1.1186, -4.6199, 0.1007], [-0.5887, -4.3050, -0.5056], [0.9468, -2.9647, 2.3221], [1.9497, -2.6265, 2.0129], [1.0679, -3.9586, 2.7549], [0.5552, -2.3111, 3.1124], [-1.4962, -3.1999, 1.6096], [-2.1545, -3.3374, 0.7379], [-1.8481, -2.3374, 2.1969], [-1.5506, -4.1184, 2.2176], [-0.8455, 0.8709, -0.1755], [-3.4097, 0.4376, -0.9018], [-2.9989, 0.6498, -2.2526], [-2.2009, -0.4527, -2.6590], [-3.3238, 1.4687, -2.8892], [-2.1399, -1.3704, -1.5779], [-2.8967, -0.8375, -0.4914], [-3.1798, -1.3805, 0.4083], [-4.1056, 1.0547, -0.3403], [-1.7784, -0.6213, -3.6519], [-1.7157, -2.3664, -1.6332], [-2.0563, 2.2978, 1.6944], [-2.4083, 0.9676, 2.0677], [-1.2169, 0.2939, 2.4745], [-3.4237, 0.5696, 2.1462], [-0.1168, 1.1984, 2.3291], [-0.6420, 2.4502, 1.8768], [-0.0709, 3.3731, 1.7595], [-2.7588, 3.0853, 1.4141], [-1.1648, -0.6730, 2.9792], [0.9259, 0.9688, 2.5713], [3.5573, -2.0088, -0.9437], [3.8863, -3.3815, -0.5001], [5.2695, -3.7727, -1.0438], [3.1129, -4.0855, -0.8815], [3.8344, -3.3714, 0.6091], [5.6936, -2.6065, -1.9740], [5.2099, -4.7153, -1.5973], [5.9877, -3.9219, -0.2324], [4.6595, -1.4816, -1.7419], [5.7016, -2.9653, -3.0095], [6.7109, -2.2866, -1.7371], [4.2707, -1.1246, -2.7143], [5.1264, -0.6425, -1.1933], [-4.0885, 4.1379, -0.9965], [-2.7433, 4.9723, -0.3462], [-2.9703, 6.2026, 0.2495], [-1.8899, 7.0002, 0.6378], [-0.6052, 6.4845, 0.5196], [-0.3728, 5.2241, -0.0150], [-1.4366, 4.4427, -0.5160], [-1.2251, 3.1770, -1.2001], [-3.9825, 6.5683, 0.3741], [-2.0488, 8.0162, 0.9937], [0.2466, 7.0845, 0.8220], [0.6471, 4.8467, -0.1157], [-0.1823, 3.0135, -1.5321], [-1.9080, 2.9908, -2.0369]],
  "lowdin_spin": [-0.0001, 0.0003, 0.0000, 0.0000, 0.0001, 0.0000, 0.0000, 0.0000, 0.0000, 0.0000, 0.0000, 0.0000, 0.0000, 0.0000, 0.0000, 0.0000, 1.0213, -0.0016, -0.0012, -0.0007, 0.0000, -0.0012, -0.0014, 0.0001, 0.0000, 0.0002, 0.0000, -0.0012, 0.0021, -0.0025, 0.0002, -0.0029, -0.0031, -0.0001, 0.0000, -0.0001, -0.0001, 0.0000, 0.0000, 0.0000, 0.0000, 0.0000, 0.0000, 0.0000, 0.0000, 0.0000, 0.0000, 0.0000, 0.0000, 0.0000, -0.0002, -0.0010, 0.0002, -0.0012, 0.0001, -0.0010, -0.0002, -0.0047, 0.0000, -0.0001, 0.0000, 0.0000, -0.0002, 0.0000]
}

---

4.
{
  "formula": "C23H41N2P3STm",
  "method": "the ωB97M-V functional and the def2-TZVPD basis",
  "total_charge": 3,
  "largest_force_ev_per_a": 2.79,
  "spin_multiplicity": 3,
  "lumo_energy_ev": [-9.96, -9.96],
  "relative_energy_ev": 1.858,
  "symbols": ["Tm", "P", "P", "P", "H", "C", "C", "H", "C", "C", "C", "C", "C", "C", "C", "C", "C", "H", "H", "H", "H", "H", "H", "H", "H", "H", "H", "H", "H", "H", "H", "H", "H", "H", "H", "H", "H", "H", "H", "H", "H", "H", "H", "H", "H", "H", "C", "C", "C", "C", "C", "C", "S", "H", "H", "H", "H", "H", "H", "N", "C", "C", "C", "C", "C", "N", "C", "H", "H", "H", "H"],
  "xyz": [[0.4936, 0.6809, 0.5708], [-1.8838, 1.7028, -0.2544], [-0.8779, -1.7655, 0.1571], [1.0866, -0.3090, -2.2732], [6.0123, 2.9964, 0.6319], [5.6014, 3.0738, -0.3919], [4.6816, 3.9381, -0.8583], [3.8126, 4.2546, -0.2451], [-3.0319, 2.7115, 0.7691], [-3.2149, 0.6491, -0.9597], [-1.7291, 2.8600, -1.6674], [0.0814, -3.2310, 0.7051], [-2.2406, -1.8199, 1.3828], [-1.9079, -2.6515, -1.1004], [2.1336, 0.5691, -3.5131], [-0.4681, -0.3494, -3.2694], [1.5685, -2.0781, -2.4307], [6.2693, 2.5807, -1.1070], [4.8301, 4.4650, -1.8058], [-2.5538, 3.6463, 1.0841], [-3.3725, 2.1518, 1.6525], [-3.8956, 2.9344, 0.1189], [-3.7091, 0.0454, -0.1906], [-2.8388, -0.0094, -1.7461], [-3.9534, 1.3362, -1.3933], [-0.8663, 3.5179, -1.5179], [-2.6531, 3.4539, -1.6919], [-1.6069, 2.3392, -2.6235], [-0.4343, -4.1173, 0.3141], [0.0940, -3.2774, 1.7994], [1.1103, -3.2033, 0.3261], [-2.9454, -2.6010, 1.0485], [-2.7771, -0.8628, 1.4654], [-1.8602, -2.0850, 2.3774], [-2.2782, -3.5537, -0.5820], [-1.3628, -2.9593, -1.9988], [-2.7860, -2.0594, -1.3901], [2.2383, -0.0324, -4.4183], [3.1183, 0.7887, -3.0780], [1.6134, 1.4920, -3.7882], [-0.2075, -0.5693, -4.3143], [-0.9882, 0.6163, -3.2866], [-1.1996, -1.1089, -2.9642], [2.0017, -2.2240, -3.4343], [0.7219, -2.7771, -2.3289], [2.3290, -2.3491, -1.6866], [3.6515, 1.8081, 0.7639], [4.6966, 1.0857, 0.1106], [5.6092, 0.3874, 0.8869], [5.5512, 0.5429, 2.2820], [4.7337, 1.4885, 2.9002], [3.7811, 2.1180, 2.1276], [2.3755, 2.4604, -0.2032], [1.8590, 1.0943, -1.1556], [4.7910, 1.0920, -0.9912], [6.3884, -0.2494, 0.4523], [6.1389, -0.1523, 2.9062], [4.7580, 1.6647, 3.9599], [3.1123, 2.8371, 2.5593], [-3.8928, 1.0259, 4.5541], [-2.8209, 0.6048, 4.3428], [-1.5219, 0.0180, 4.0508], [-1.1482, -1.2165, 4.6002], [0.0058, -1.8488, 4.1239], [0.7639, -1.2162, 3.1475], [0.3523, -0.0487, 2.5989], [-0.6934, 0.6393, 3.1275], [-1.7758, -1.6443, 5.4015], [0.2838, -2.8206, 4.5256], [1.6654, -1.6904, 2.7715], [-0.8448, 1.6622, 2.7627]],
  "lowdin_spin": [2.0099, -0.0022, -0.0015, -0.0024, 0.0000, -0.0004, 0.0006, 0.0000, -0.0005, -0.0006, 0.0000, 0.0000, -0.0001, -0.0005, -0.0004, -0.0006, -0.0001, 0.0000, 0.0000, 0.0000, 0.0000, -0.0001, 0.0000, 0.0000, -0.0001, 0.0000, 0.0000, 0.0000, 0.0000, 0.0000, 0.0000, 0.0000, 0.0000, 0.0000, -0.0001, 0.0000, 0.0000, -0.0001, 0.0000, 0.0000, -0.0001, 0.0000, 0.0000, 0.0000, 0.0000, 0.0000, 0.0001, 0.0003, -0.0002, 0.0003, -0.0001, 0.0005, 0.0008, -0.0012, 0.0000, 0.0000, 0.0000, 0.0000, 0.0000, 0.0000, 0.0000, 0.0002, 0.0006, 0.0001, 0.0007, -0.0030, 0.0003, 0.0000, 0.0000, 0.0001, 0.0000]
}

---

5.
{
  "formula": "C20H65N20O12",
  "method": "the ωB97M-V functional and the def2-TZVPD basis",
  "total_charge": -1,
  "largest_force_ev_per_a": 3.48,
  "lumo_energy_ev": 1.92,
  "symbols": ["C", "C", "C", "O", "H", "H", "H", "H", "H", "H", "H", "C", "C", "C", "O", "C", "N", "H", "H", "H", "H", "H", "H", "H", "H", "H", "H", "H", "C", "C", "C", "O", "C", "N", "H", "H", "H", "H", "H", "H", "H", "H", "H", "H", "H", "C", "O", "N", "N", "H", "H", "H", "H", "C", "O", "N", "N", "H", "H", "H", "H", "C", "O", "N", "N", "H", "H", "H", "H", "C", "O", "N", "N", "H", "H", "H", "H", "C", "O", "N", "N", "H", "H", "H", "H", "C", "O", "N", "N", "H", "H", "H", "H", "C", "O", "N", "N", "H", "H", "H", "H", "C", "O", "N", "N", "H", "H", "H", "H", "C", "O", "N", "N", "H", "H", "H", "H"],
  "xyz": [[1.6971, 0.7590, -2.0416], [0.3287, 0.5715, -1.3946], [0.1497, 1.3051, -0.0493], [-0.6800, 0.6236, -2.3279], [1.6985, 1.8284, -2.2677], [1.8025, 0.1250, -2.9197], [2.4764, 0.5680, -1.2991], [0.3847, -0.4813, -1.0581], [0.5717, 2.3093, 0.0022], [0.5837, 0.6937, 0.7475], [-0.8687, 1.3454, 0.3384], [-3.3995, -4.9199, 2.2172], [-3.5703, -3.4320, 2.5136], [-3.6843, -2.5581, 1.2749], [-3.6958, -1.1664, 1.7402], [-3.5497, -0.2715, 0.6427], [-4.7290, -3.1527, 3.3154], [-4.3006, -5.3878, 1.8115], [-3.3345, -5.3839, 3.2020], [-2.6033, -5.2239, 1.5382], [-2.7521, -3.2195, 3.2039], [-4.5099, -2.8526, 0.6224], [-2.8053, -2.6698, 0.6364], [-4.5084, 0.1802, 0.3837], [-3.1238, -0.7976, -0.2117], [-2.9104, 0.5221, 1.0270], [-4.6270, -2.1554, 3.4682], [-5.5940, -3.2176, 2.7913], [-0.6717, -5.1985, 4.5364], [0.6986, -4.8882, 3.9860], [0.5637, -4.4639, 2.5295], [0.1081, -3.1101, 2.3046], [-0.1093, -2.9009, 0.9403], [1.3172, -3.7756, 4.6808], [-1.2555, -5.7632, 3.8102], [-1.2038, -4.2733, 4.7683], [-0.7710, -5.7195, 5.4910], [1.3810, -5.7391, 3.9853], [-0.0938, -5.1148, 1.9487], [1.5629, -4.4950, 2.0861], [-0.3240, -1.8387, 0.8224], [-0.9784, -3.5063, 0.6764], [0.7862, -3.1669, 0.3737], [1.6645, -4.2876, 5.4863], [0.5612, -3.2228, 5.0672], [-1.9343, 4.4382, 2.0416], [-2.3193, 5.4890, 1.5554], [-2.0578, 3.2390, 1.4937], [-1.2379, 4.3876, 3.1563], [-2.6562, 3.0809, 0.6914], [-1.6254, 2.4557, 1.9495], [-1.2710, 3.5164, 3.6565], [-0.5493, 5.1167, 3.2804], [0.5642, 5.0798, -2.7692], [1.5315, 5.2237, -2.0386], [-0.3194, 4.0899, -2.6886], [0.2659, 6.0229, -3.7542], [-1.2669, 4.2713, -2.9709], [-0.1331, 3.3159, -2.0684], [0.7243, 6.9089, -3.6304], [-0.5528, 5.8247, -4.3028], [-4.0158, 3.0653, -1.6601], [-4.2200, 2.9283, -0.4550], [-4.4771, 4.1208, -2.3214], [-3.2020, 2.3837, -2.5151], [-5.3784, 4.5308, -2.1405], [-4.0964, 4.2550, -3.2411], [-2.8173, 1.5412, -2.1065], [-3.1966, 2.6967, -3.4665], [3.5061, -0.9421, 2.5219], [4.3297, -0.1203, 2.0651], [3.5864, -1.5455, 3.7185], [2.4761, -1.3916, 1.8183], [4.2993, -1.3145, 4.3890], [3.0153, -2.3584, 3.8994], [2.2388, -1.0196, 0.9106], [1.8339, -2.0583, 2.2219], [0.5148, -2.1096, -4.7609], [0.7004, -0.9406, -5.0941], [0.2588, -2.5527, -3.5190], [0.5057, -3.1529, -5.6110], [-0.1108, -3.4787, -3.4040], [0.2067, -1.8282, -2.8137], [0.5441, -2.9524, -6.5955], [0.5115, -4.0219, -5.1082], [4.9671, -1.7438, -1.5737], [3.8435, -2.0461, -1.2008], [5.1602, -0.5978, -2.2865], [6.0968, -2.4469, -1.3861], [6.0639, -0.3845, -2.6709], [4.4105, 0.0694, -2.1797], [6.9747, -2.2095, -1.8166], [6.1957, -3.2274, -0.7592], [2.1321, 6.0897, 2.0600], [1.5883, 6.5465, 3.0543], [1.6407, 5.0579, 1.3342], [3.3563, 6.4794, 1.6795], [2.2615, 4.7819, 0.5823], [0.6670, 4.8060, 1.3073], [3.8326, 7.2419, 2.1270], [3.8494, 5.9066, 1.0089], [-3.2791, -0.9377, -4.6810], [-3.2287, 0.1493, -5.2553], [-2.7642, -1.1718, -3.4600], [-3.7448, -1.9946, -5.3457], [-2.1675, -0.4611, -3.0485], [-2.6379, -2.1516, -3.2684], [-4.2595, -1.7133, -6.1640], [-3.6334, -2.9488, -5.0506], [3.8923, 2.7692, 0.4192], [3.9664, 3.8787, -0.0799], [2.8552, 2.3561, 1.1277], [4.7742, 1.7944, 0.2473], [2.8997, 1.5786, 1.7655], [2.1269, 3.0533, 1.2005], [4.5471, 0.8324, 0.4704], [5.7551, 1.9718, 0.1092]],
  "lowdin_charge": [-0.0578, -0.6615, -0.0697, -0.3001, 0.0736, 0.0635, 0.0408, 0.0730, 0.0480, 0.0476, 0.0283, -0.0670, -0.4548, -0.1783, -0.1958, -0.0839, 0.0353, 0.0734, 0.0631, 0.0668, 0.1256, 0.1318, 0.0837, 0.0856, 0.0786, 0.0668, 0.0683, 0.0746, -0.0619, -0.4257, -0.1875, -0.2232, -0.1171, 0.0477, 0.0608, 0.0806, 0.0794, 0.1433, 0.1144, 0.1239, 0.0927, 0.0706, 0.0978, 0.0833, 0.0830, -0.7674, 0.0274, 0.1746, 0.1482, 0.0637, 0.0809, 0.0973, 0.0909, -0.6855, 0.0198, 0.1892, 0.1267, 0.0804, 0.0822, 0.0908, 0.0768, -0.6718, 0.0036, 0.1373, 0.1852, 0.1081, 0.0863, 0.0744, 0.0949, -0.6619, -0.0278, 0.1617, 0.2046, 0.1044, 0.0585, 0.0966, 0.0661, -0.7093, 0.0385, 0.1596, 0.1330, 0.0861, 0.0868, 0.1057, 0.0823, -0.6978, 0.0162, 0.1585, 0.1460, 0.0916, 0.0809, 0.0903, 0.1011, -0.6934, -0.0039, 0.1640, 0.1633, 0.0505, 0.0927, 0.1016, 0.0799, -0.7257, -0.0001, 0.1720, 0.1360, 0.0462, 0.0788, 0.1016, 0.0886, -0.7188, 0.0092, 0.1824, 0.1576, 0.0873, 0.0635, 0.0537, 0.1056]
}